# 1
{"formula": "C25H53BCl26IN3O9PS", "method": "ωB97M-V/def2-TZVPD", "lumo_ev": -3.234, "mol_weight_g_mol": 1662.25, "total_energy_ha": -14852.64303, "charge": 1, "orbital_gap_ev": 8.216, "elements": ["C", "C", "O", "C", "C", "O", "C", "C", "N", "C", "N", "C", "C", "C", "C", "S", "O", "O", "O", "N", "P", "O", "I", "C", "O", "B", "O", "O", "H", "H", "H", "H", "H", "H", "H", "H", "H", "H", "H", "H", "H", "H", "H", "H", "H", "H", "H", "H", "H", "H", "H", "H", "H", "H", "H", "C", "Cl", "Cl", "H", "H", "C", "Cl", "Cl", "H", "H", "C", "Cl", "Cl", "H", "H", "C", "Cl", "Cl", "H", "H", "C", "Cl", "Cl", "H", "H", "C", "Cl", "Cl", "H", "H", "C", "Cl", "Cl", "H", "H", "C", "Cl", "Cl", "H", "H", "C", "Cl", "Cl", "H", "H", "C", "Cl", "Cl", "H", "H", "C", "Cl", "Cl", "H", "H", "C", "Cl", "Cl", "H", "H", "C", "Cl", "Cl", "H", "H"], "coordinates": [[-3.5374, 5.9703, 2.6567], [-3.7076, 4.5031, 2.3244], [-4.2533, 4.3822, 1.0246], [-3.5705, 3.3476, 0.4263], [-3.6923, 3.3141, -1.0971], [-2.3525, 3.2178, -1.6878], [-2.3487, 3.8448, -2.9961], [-1.0149, 3.5123, -3.7461], [-0.1808, 2.9176, -2.6250], [1.0148, 3.6790, -2.4884], [1.9581, 3.1665, -1.8566], [3.3583, 3.7046, -1.7080], [3.7532, 3.5316, -0.2858], [2.7565, 4.2242, 0.6333], [1.4880, 3.5836, 0.9006], [1.4658, 1.9502, 1.2924], [2.6165, 1.4595, 1.9151], [1.0307, 1.2488, 0.1297], [0.3028, 2.0188, 2.2530], [0.9703, 4.8449, -3.1469], [0.8544, 6.4523, -2.4483], [1.9669, 6.3799, -1.2560], [-1.1923, 6.7485, -1.0901], [0.0959, 4.4880, -4.2299], [-0.0929, 5.4210, -5.1970], [-1.1579, 6.3023, -5.1205], [-2.3713, 5.8516, -5.5784], [-1.0228, 7.5684, -4.6892], [-4.4672, 6.4080, 2.9545], [-3.2626, 6.4873, 1.7520], [-2.7735, 6.1410, 3.3941], [-4.4566, 4.1278, 3.0392], [-2.7927, 3.9491, 2.4368], [-3.9189, 2.3909, 0.7911], [-2.5279, 3.3960, 0.6942], [-4.1842, 2.3665, -1.2514], [-4.2570, 4.1321, -1.5103], [-3.1531, 3.3202, -3.4959], [-2.6290, 4.8900, -2.9737], [-1.1672, 2.8184, -4.5408], [0.1690, 2.0091, -2.9142], [1.7488, 2.2771, -1.4166], [3.5486, 4.6832, -2.0932], [3.9408, 3.0364, -2.3135], [3.9071, 2.4814, -0.1319], [4.7126, 3.9649, -0.0820], [3.2879, 4.4252, 1.5416], [2.4807, 5.1844, 0.2319], [0.8663, 3.6666, 0.0268], [0.9749, 4.0983, 1.6907], [-0.2092, 1.3173, 1.9738], [1.5045, 6.0423, -0.4763], [0.7244, 3.7644, -4.7353], [-3.0941, 6.1084, -5.0014], [-1.9003, 7.9007, -4.4823], [-2.4969, -4.7347, 3.1218], [-4.2340, -5.1640, 3.0442], [-2.1223, -3.5662, 4.4385], [-1.9445, -5.6578, 3.3065], [-2.1914, -4.3093, 2.1739], [-4.5025, 1.3166, 5.1809], [-3.6681, 2.9136, 4.7924], [-3.5519, -0.1926, 5.0043], [-4.8259, 1.3884, 6.2116], [-5.3510, 1.2096, 4.5168], [-6.3325, -1.2979, 2.7968], [-6.0150, 0.3118, 2.1107], [-7.6821, -1.2609, 3.9315], [-6.5711, -1.9766, 1.9901], [-5.4444, -1.6305, 3.3215], [5.4304, 0.8645, -4.4178], [3.6969, 1.0529, -4.0876], [6.2158, 2.4276, -4.6496], [5.8900, 0.3639, -3.5753], [5.5477, 0.2720, -5.3171], [0.9395, -6.2609, 2.0361], [-0.2440, -7.1610, 3.0009], [0.9421, -4.5413, 2.4321], [1.9216, -6.6681, 2.2418], [0.6975, -6.3740, 0.9863], [4.8668, 0.9670, -8.1492], [4.0522, -0.5068, -7.6110], [6.6219, 0.8513, -7.9619], [4.6389, 1.1289, -9.1949], [4.5107, 1.7995, -7.5536], [1.8467, -9.9462, 4.3257], [2.4993, -9.2634, 2.8212], [2.3566, -11.6215, 4.5695], [2.2027, -9.3464, 5.1621], [0.7640, -9.9208, 4.2718], [4.7620, -12.4376, 1.7571], [5.5127, -10.9410, 1.1909], [5.8389, -13.8263, 1.5676], [4.5187, -12.3253, 2.8043], [3.8633, -12.6135, 1.1800], [1.1985, -8.6422, 8.3649], [1.8063, -7.9880, 6.8378], [1.6354, -10.3423, 8.5585], [1.6283, -8.0728, 9.1790], [0.1222, -8.5550, 8.3724], [-5.8925, -0.3776, -1.0389], [-6.9764, -1.4278, -0.1267], [-6.3533, 1.3261, -0.8994], [-4.8864, -0.4965, -0.6531], [-5.9318, -0.6613, -2.0829], [8.4447, 3.1092, -10.1019], [9.9924, 2.4707, -10.6633], [8.6067, 4.7394, -9.4345], [7.7593, 3.1445, -10.9396], [8.0620, 2.4580, -9.3264], [-1.3460, -0.7788, 0.5576], [-2.1215, 0.3255, 1.7424], [-2.5084, -1.3816, -0.6232], [-0.5665, -0.2347, 0.0369], [-0.9243, -1.6169, 1.0962], [-2.3227, -7.9019, 6.3661], [-0.9483, -8.6247, 5.5032], [-1.8153, -6.7418, 7.5987], [-2.9425, -7.3805, 5.6464], [-2.8878, -8.6929, 6.8421]]}

***

# 2
{"formula": "C25H53BFN3O19PS", "method": "ωB97M-V/def2-TZVPD", "lumo_ev": -2.702, "mol_weight_g_mol": 792.55, "total_energy_ha": -3442.24642, "charge": 1, "orbital_gap_ev": 8.707, "elements": ["C", "N", "C", "B", "O", "C", "P", "C", "C", "C", "N", "C", "S", "O", "O", "F", "C", "C", "C", "O", "N", "H", "H", "H", "H", "H", "H", "H", "H", "H", "H", "H", "H", "H", "H", "H", "H", "H", "H", "H", "H", "H", "H", "H", "C", "O", "C", "O", "O", "C", "H", "H", "H", "H", "H", "H", "C", "O", "C", "O", "O", "C", "H", "H", "H", "H", "H", "H", "C", "O", "C", "O", "O", "C", "H", "H", "H", "H", "H", "H", "C", "O", "C", "O", "O", "C", "H", "H", "H", "H", "H", "H", "C", "O", "C", "O", "O", "C", "H", "H", "H", "H", "H", "H"], "coordinates": [[2.0232, 2.9451, 1.0116], [2.9839, 1.8180, 0.9987], [4.3918, 2.2308, 0.8186], [2.5749, 0.7957, 0.0317], [2.5879, 1.0900, -1.3388], [2.1152, -0.6209, 0.6062], [3.4560, -1.1322, 1.8663], [5.0280, -1.0925, 0.8208], [3.2620, -2.9381, 2.2892], [0.7791, -0.3820, 1.3883], [0.4160, -1.6778, 1.9651], [-0.1157, -2.5068, 0.8679], [-0.1524, -4.2527, 1.4328], [0.7509, -5.0803, 0.7164], [-1.5055, -4.6545, 1.4587], [0.3220, -4.2114, 2.9560], [0.5826, -2.3042, -0.5113], [-0.3127, -1.5129, -1.5424], [-0.0237, -2.1496, -2.9326], [-0.7090, -3.0120, -3.3275], [1.9520, -1.7028, -0.4372], [1.2171, 2.8013, 0.2638], [2.4920, 3.9328, 0.8849], [1.5426, 2.9801, 2.0098], [4.8424, 1.8924, -0.1364], [4.9777, 1.7576, 1.6302], [4.5522, 3.3133, 0.9154], [1.8214, 1.6531, -1.5401], [4.8204, -1.0878, -0.2676], [5.5723, -2.0380, 0.9993], [5.7016, -0.2848, 1.1240], [4.2470, -3.4307, 2.2396], [2.6330, -3.4896, 1.5562], [2.7717, -3.0908, 3.2587], [0.9199, 0.3960, 2.1531], [-0.0120, 0.0207, 0.7127], [-0.2462, -1.5963, 2.7310], [-1.1721, -2.2069, 0.7295], [0.7061, -3.3077, -0.9635], [-1.3572, -1.7606, -1.3109], [-0.0952, -0.4339, -1.5063], [0.8520, -1.8343, -3.5559], [2.6231, -2.4712, -0.3119], [2.1596, -1.3262, -1.3751], [5.3883, 0.8063, -3.2785], [5.6631, 0.2052, -4.5399], [5.5039, -1.1201, -4.5468], [5.1554, -1.7933, -3.6040], [5.7901, -1.5672, -5.7647], [5.6617, -2.9830, -5.9235], [5.5437, 1.8777, -3.3811], [4.3531, 0.6310, -2.9894], [6.0692, 0.4283, -2.5147], [4.6353, -3.2991, -5.7404], [6.3483, -3.5080, -5.2608], [5.9210, -3.2173, -6.9525], [-3.2605, 3.2037, 1.5585], [-3.8541, 3.0747, 0.2624], [-3.0043, 2.7657, -0.7099], [-1.8149, 2.5903, -0.5826], [-3.6895, 2.6811, -1.8546], [-2.8922, 2.3525, -2.9925], [-4.0528, 3.4563, 2.2587], [-2.8082, 2.2621, 1.8693], [-2.5228, 4.0050, 1.5648], [-2.4244, 1.3758, -2.8657], [-2.1386, 3.1194, -3.1692], [-3.5564, 2.3114, -3.8521], [-5.2651, 5.0962, -1.8541], [-6.2566, 6.0876, -1.5835], [-5.8304, 7.0849, -0.8055], [-4.7232, 7.1952, -0.3415], [-6.8422, 7.9362, -0.6309], [-6.5288, 9.0632, 0.1888], [-5.7204, 4.3412, -2.4898], [-4.4194, 5.5355, -2.3855], [-4.9377, 4.6251, -0.9353], [-5.7323, 9.6557, -0.2599], [-6.2491, 8.7435, 1.1920], [-7.4252, 9.6748, 0.2538], [1.4696, -7.8614, 0.2129], [2.0251, -8.8017, -0.7059], [2.2348, -8.3089, -1.9275], [2.0003, -7.1803, -2.2853], [2.7491, -9.2793, -2.6831], [3.0277, -8.8941, -4.0297], [1.3447, -8.3689, 1.1670], [2.1435, -7.0193, 0.3522], [0.4948, -7.5193, -0.1297], [3.7654, -8.0926, -4.0558], [2.1143, -8.5905, -4.5399], [3.4386, -9.7638, -4.5362], [-6.6387, 0.8628, 5.7534], [-6.4270, 1.8422, 6.7694], [-5.7374, 2.9120, 6.3692], [-5.3007, 3.0991, 5.2607], [-5.6163, 3.7378, 7.4084], [-4.8952, 4.9382, 7.1278], [-7.2060, 0.0503, 6.2006], [-7.2162, 1.2811, 4.9296], [-5.6880, 0.4697, 5.3937], [-5.4022, 5.5209, 6.3595], [-3.8735, 4.7114, 6.8245], [-4.8664, 5.5200, 8.0456]]}

***

# 3
{"formula": "C25H53FN6O17S2", "method": "ωB97M-V/def2-TZVPD", "smiles": "O=C1OC[C@@H](F)O1.O=S1(=O)OCCO1.O=S1(=O)OCCO1.CNC(C)=O.CNC(C)=O.CNC(C)=O.CNC(C)=O.CNC(C)=O.CNC(C)=O", "lumo_ev": 0.255, "mol_weight_g_mol": 792.86, "total_energy_ha": -3488.18146, "de_lowest_kcal_mol": 58.33, "orbital_gap_ev": 9.598, "elements": ["C", "C", "O", "N", "C", "H", "H", "H", "H", "H", "H", "H", "C", "C", "O", "N", "C", "H", "H", "H", "H", "H", "H", "H", "C", "C", "O", "N", "C", "H", "H", "H", "H", "H", "H", "H", "C", "C", "O", "N", "C", "H", "H", "H", "H", "H", "H", "H", "C", "C", "O", "N", "C", "H", "H", "H", "H", "H", "H", "H", "C", "C", "O", "N", "C", "H", "H", "H", "H", "H", "H", "H", "C", "C", "O", "C", "O", "O", "F", "H", "H", "H", "C", "C", "O", "S", "O", "O", "O", "H", "H", "H", "H", "C", "C", "O", "S", "O", "O", "O", "H", "H", "H", "H"], "coordinates": [[-1.9319, 5.9411, -4.4162], [-2.2661, 4.6993, -3.5873], [-3.4210, 4.3979, -3.2960], [-1.2686, 3.8914, -3.3346], [-1.4190, 2.7170, -2.4568], [-1.7083, 5.6895, -5.4529], [-0.9437, 6.3380, -4.1838], [-2.6501, 6.7533, -4.5291], [-0.3628, 4.0582, -3.7490], [-1.9555, 2.8621, -1.5191], [-0.3911, 2.4576, -2.2032], [-1.9333, 1.9023, -2.9666], [-1.3093, 0.5063, 4.5471], [-1.6691, 0.7885, 5.9941], [-2.7812, 0.4514, 6.4452], [-0.8094, 1.5412, 6.5693], [-0.8877, 2.0239, 7.9703], [-2.1527, 0.2719, 3.8977], [-0.7534, -0.4116, 4.7382], [-0.6604, 1.2272, 4.0496], [-0.0694, 1.8538, 5.9572], [-1.8939, 1.9687, 8.3859], [-0.6876, 3.0940, 7.9166], [-0.1557, 1.6149, 8.6667], [3.2466, -0.0725, -1.3186], [2.8768, 1.3413, -0.8754], [2.8266, 1.6668, 0.3074], [2.7597, 2.1691, -1.8365], [2.4595, 3.5958, -1.6403], [3.5585, -0.6713, -0.4629], [4.1286, -0.0977, -1.9586], [2.4294, -0.4459, -1.9358], [2.7481, 1.8215, -2.7847], [3.4630, 3.9714, -1.4403], [1.9051, 3.9890, -0.7882], [2.1635, 4.1223, -2.5477], [-1.8895, 5.3173, 4.3761], [-1.0886, 4.2827, 3.5553], [-1.6814, 3.3705, 2.9761], [0.2289, 4.3264, 3.6541], [1.1207, 3.3374, 3.0057], [-1.1878, 6.1470, 4.4619], [-2.2772, 4.9196, 5.3140], [-2.7096, 5.6167, 3.7235], [0.5747, 5.0976, 4.2070], [1.9045, 3.9083, 2.5080], [0.5243, 2.7986, 2.2694], [1.4781, 2.6736, 3.7930], [3.3615, -8.0627, 3.0088], [2.8057, -6.8285, 2.2873], [2.3193, -6.9964, 1.1927], [2.8467, -5.6582, 2.9157], [2.3574, -4.3981, 2.4633], [3.8734, -8.7798, 2.3672], [2.6147, -8.5553, 3.6316], [4.0832, -7.7558, 3.7658], [3.3724, -5.6116, 3.7768], [2.1974, -4.2609, 1.3938], [2.9551, -3.5936, 2.8918], [1.3870, -4.1726, 2.9055], [2.2499, -6.0663, -2.2585], [1.7277, -5.7753, -3.7206], [0.6789, -5.1145, -3.8892], [2.4425, -6.3946, -4.6943], [2.2368, -6.2601, -6.1157], [3.1334, -6.7041, -2.2869], [1.4058, -6.5914, -1.8114], [2.3664, -5.1686, -1.6513], [3.0829, -7.0997, -4.3584], [3.2089, -6.0580, -6.5656], [1.5387, -5.4422, -6.2939], [1.8036, -7.0957, -6.6654], [-0.1036, -0.4093, 1.2354], [-1.2029, -0.8185, 0.2618], [-0.4302, -1.4502, -0.6702], [0.6529, -2.0097, -0.1562], [1.4573, -2.7722, -0.6603], [0.8149, -1.4553, 1.0767], [-1.7545, 0.3480, -0.1065], [-0.3162, -0.5127, 2.2994], [0.3223, 0.5816, 1.0783], [-1.9009, -1.5537, 0.6624], [-4.4072, 2.6392, -0.4419], [-5.1712, 1.4699, 0.1265], [-6.0713, 1.9361, 1.1099], [-6.0223, 3.5826, 1.2072], [-5.0631, 4.1226, 2.1540], [-7.3466, 4.1901, 1.2482], [-5.3704, 3.6616, -0.2872], [-4.2113, 2.5128, -1.5067], [-3.5819, 2.6690, 0.2695], [-4.5719, 0.7765, 0.7166], [-5.7171, 0.9311, -0.6479], [0.2055, -2.0042, -4.3540], [-0.6552, -0.7820, -4.3081], [-0.0267, 0.2921, -4.8702], [1.5560, -0.0286, -5.1479], [2.3407, 1.0056, -4.4579], [1.7399, -0.2604, -6.5931], [1.5487, -1.4100, -4.3098], [0.2418, -2.4229, -5.3597], [0.1076, -2.7452, -3.5607], [-1.0812, -0.5172, -3.3404], [-1.5121, -0.9459, -4.9616]]}

***

# 4
{"formula": "C25H53IN2O16P4", "method": "ωB97M-V/def2-TZVPD", "lumo_ev": -0.826, "mol_weight_g_mol": 888.50, "total_energy_ha": -3961.04215, "orbital_gap_ev": 8.735, "elements": ["C", "C", "C", "I", "C", "C", "C", "C", "C", "C", "C", "N", "C", "O", "O", "C", "P", "O", "O", "O", "N", "C", "P", "O", "O", "O", "H", "H", "H", "H", "H", "H", "H", "H", "H", "H", "H", "H", "H", "H", "H", "H", "H", "H", "H", "H", "H", "H", "H", "O", "P", "O", "C", "C", "O", "C", "C", "O", "C", "C", "H", "H", "H", "H", "H", "H", "H", "H", "H", "H", "H", "H", "H", "H", "H", "O", "P", "O", "C", "C", "O", "C", "C", "O", "C", "C", "H", "H", "H", "H", "H", "H", "H", "H", "H", "H", "H", "H", "H", "H", "H"], "coordinates": [[-0.5806, 6.5990, -0.2524], [-0.3796, 6.6157, -1.7880], [0.1984, 5.2994, -2.3755], [-0.0267, 5.2102, -4.5422], [-0.3418, 4.0136, -1.7588], [-1.5251, 3.2896, -1.9985], [-2.6780, 3.6005, -2.9352], [-3.1815, 5.0845, -2.7843], [-4.7175, 5.1960, -2.5595], [-4.9311, 6.4764, -1.6574], [-5.4282, 5.5063, -3.9206], [-1.4916, 2.1944, -1.1944], [-2.5763, 1.1279, -1.0991], [-3.6721, 1.4324, -0.6232], [-2.2035, 0.0313, -1.4880], [-0.3813, 2.1735, -0.4588], [0.0928, 0.8645, 0.7673], [1.1529, 0.0219, 0.2423], [0.4913, 1.6265, 2.1416], [-1.1624, -0.0978, 1.0735], [0.3131, 3.2840, -0.7756], [1.5957, 3.7252, -0.1949], [3.0536, 2.5966, -0.3956], [4.2133, 3.4589, -0.6695], [3.3272, 1.8957, 1.0281], [2.9093, 1.5472, -1.6180], [0.2922, 6.1666, 0.2585], [-0.6873, 7.6524, 0.0641], [-1.5311, 6.1213, 0.0452], [-1.3033, 6.8989, -2.3074], [0.3551, 7.4099, -2.0146], [1.2890, 5.3287, -2.2314], [-2.4093, 3.3640, -3.9791], [-3.5486, 2.9607, -2.7092], [-2.7097, 5.4642, -1.8640], [-2.8660, 5.6374, -3.6800], [-5.1558, 4.3554, -2.0034], [-5.0697, 6.2320, -0.5939], [-5.8715, 6.9509, -1.9944], [-4.1411, 7.2285, -1.8303], [-4.9028, 4.9586, -4.7175], [-6.4895, 5.2308, -3.8333], [-5.3734, 6.5954, -4.0775], [-0.2986, 2.1317, 2.4090], [-1.8812, 0.4825, 1.3911], [1.4241, 3.8157, 0.8961], [1.9229, 4.7104, -0.5337], [4.0946, 1.3054, 0.9566], [2.1379, 1.8199, -2.1427], [-4.4661, -6.0476, 1.8863], [-4.1770, -4.6006, 2.1305], [-3.5008, -4.6420, 3.6297], [-2.2236, -5.2443, 3.7881], [-1.1204, -4.4295, 3.1333], [-5.6833, -4.0784, 2.5261], [-6.8363, -4.8625, 2.2340], [-7.2006, -5.7579, 3.4030], [-3.7543, -2.9981, 1.9222], [-3.1936, -2.6179, 0.6493], [-4.0725, -3.0183, -0.5167], [-2.2379, -6.2646, 3.3918], [-2.0385, -5.3109, 4.8611], [-1.1871, -4.4950, 2.0427], [-0.1378, -4.7993, 3.4293], [-1.2008, -3.3768, 3.4060], [-6.6921, -5.4381, 1.3194], [-7.6567, -4.1670, 2.0420], [-6.3399, -6.3181, 3.7682], [-7.9831, -6.4645, 3.1194], [-7.5627, -5.1585, 4.2409], [-2.1973, -3.0558, 0.5452], [-3.0755, -1.5374, 0.6621], [-4.1475, -4.1100, -0.6038], [-3.6598, -2.6320, -1.4490], [-5.0835, -2.6303, -0.3884], [5.3139, -2.5872, 1.4971], [6.3245, -3.0283, 0.4855], [7.2441, -1.6754, 0.3203], [8.0546, -1.2601, 1.4112], [9.2106, -2.2135, 1.6618], [5.4252, -2.9189, -0.8780], [3.9993, -2.8255, -0.8202], [3.5426, -1.3817, -0.8013], [7.4170, -3.9444, -0.3988], [7.7524, -5.2467, 0.1047], [6.5270, -6.1042, 0.3592], [7.4433, -1.1489, 2.3124], [8.4454, -0.2746, 1.1549], [8.8490, -3.1550, 2.0885], [9.9236, -1.7816, 2.3653], [9.7277, -2.4493, 0.7312], [3.6105, -3.3788, 0.0351], [3.6095, -3.3155, -1.7152], [4.0751, -0.7970, -0.0495], [2.4753, -1.3145, -0.6006], [3.7433, -0.9090, -1.7636], [8.3434, -5.1442, 1.0197], [8.3875, -5.7221, -0.6432], [5.9086, -5.6885, 1.1631], [6.8230, -7.1128, 0.6507], [5.9052, -6.1619, -0.5345]]}